(1)
{"formula": "C27H28O5", "method": "ωB97M-V with the def2-TZVPD basis set", "symbols": ["C", "C", "O", "C", "C", "C", "C", "O", "O", "C", "C", "O", "H", "H", "H", "H", "H", "H", "H", "H", "H", "H", "H", "H", "H", "C", "C", "C", "C", "O", "C", "C", "C", "C", "C", "C", "C", "C", "C", "C", "C", "C", "C", "C", "C", "H", "H", "H", "H", "H", "H", "H", "H", "H", "H", "H", "H", "H", "H", "H"], "coordinates": [[-2.211, -3.276, -2.161], [-0.904, -3.324, -1.396], [-0.271, -2.023, -1.594], [0.838, -1.842, -0.864], [1.635, -0.601, -1.270], [1.276, -0.146, -2.665], [3.085, -1.090, -1.407], [4.008, -0.323, -1.153], [3.258, -2.351, -1.840], [4.634, -2.853, -1.838], [4.641, -4.272, -2.357], [1.217, -2.613, 0.005], [-2.713, -4.245, -2.127], [-2.898, -2.522, -1.750], [-2.015, -3.046, -3.215], [-1.046, -3.492, -0.322], [-0.250, -4.109, -1.814], [1.932, 0.694, -2.937], [1.503, -0.973, -3.359], [0.218, 0.114, -2.753], [5.274, -2.227, -2.473], [4.998, -2.821, -0.804], [5.682, -4.603, -2.365], [4.106, -4.969, -1.710], [4.261, -4.357, -3.384], [-6.209, 2.695, 1.152], [-5.306, 2.951, 2.188], [-4.169, 3.718, 1.956], [-3.930, 4.176, 0.660], [-2.665, 4.676, 0.297], [-1.598, 3.766, 0.358], [-1.142, 3.235, -0.855], [-0.290, 2.140, -0.830], [0.200, 1.549, 0.377], [1.166, 0.456, 0.346], [1.647, -0.154, 1.569], [2.998, -0.553, 1.768], [3.445, -1.083, 2.977], [2.565, -1.218, 4.071], [1.222, -0.868, 3.891], [0.774, -0.381, 2.671], [-0.216, 2.233, 1.571], [-1.100, 3.304, 1.576], [-4.874, 4.038, -0.367], [-6.001, 3.245, -0.124], [-7.091, 2.078, 1.335], [-5.483, 2.568, 3.193], [-3.447, 3.934, 2.741], [-1.502, 3.652, -1.804], [0.052, 1.747, -1.781], [1.958, 0.593, -0.497], [3.718, -0.398, 0.960], [4.490, -1.404, 3.075], [2.938, -1.591, 5.035], [0.525, -0.984, 4.725], [-0.275, -0.132, 2.562], [0.188, 1.957, 2.539], [-1.455, 3.776, 2.495], [-4.676, 4.482, -1.343], [-6.715, 3.069, -0.931]], "lumo_ev": 0.174, "total_charge": 0, "homo_energy_ev": -7.2}

=====

(2)
{"formula": "C27H28O7P4Zr", "method": "ωB97M-V with the def2-TZVPD basis set", "symbols": ["Zr", "O", "P", "O", "O", "O", "P", "O", "O", "O", "H", "H", "C", "C", "P", "C", "C", "C", "C", "C", "C", "C", "C", "C", "C", "C", "C", "C", "P", "C", "C", "C", "C", "C", "C", "C", "C", "C", "C", "C", "C", "H", "H", "H", "H", "H", "H", "H", "H", "H", "H", "H", "H", "H", "H", "H", "H", "H", "H", "H", "H", "H", "H", "H", "H", "H", "H"], "coordinates": [[-1.195, -0.109, 0.345], [-2.853, 1.107, -0.668], [-3.342, 1.558, 0.855], [-4.214, 2.698, 0.911], [-1.865, 1.470, 1.374], [-3.969, 0.160, 1.358], [-3.411, -1.367, 1.465], [-2.977, -1.531, -0.120], [-4.340, -2.324, 1.994], [-1.917, -1.197, 1.902], [-3.345, 1.330, -1.467], [-3.504, -2.024, -0.760], [3.071, 0.185, -0.747], [2.662, -1.110, -0.047], [1.194, -1.117, 1.053], [1.668, -0.882, 2.756], [0.929, -0.023, 3.568], [1.282, 0.160, 4.897], [2.378, -0.514, 5.415], [3.122, -1.370, 4.612], [2.777, -1.554, 3.285], [0.461, -2.739, 0.785], [0.437, -3.752, 1.744], [-0.186, -4.953, 1.449], [-0.801, -5.151, 0.214], [-0.801, -4.143, -0.738], [-0.174, -2.937, -0.442], [2.199, 0.522, -1.955], [0.438, 0.880, -1.650], [-0.338, 1.090, -3.253], [-1.404, 0.274, -3.621], [-2.000, 0.406, -4.866], [-1.526, 1.361, -5.754], [-0.455, 2.173, -5.403], [0.140, 2.040, -4.160], [0.324, 2.434, -0.727], [0.802, 2.496, 0.588], [0.600, 3.624, 1.370], [-0.093, 4.705, 0.849], [-0.586, 4.652, -0.449], [-0.390, 3.529, -1.233], [4.089, 0.049, -1.116], [3.132, 1.024, -0.050], [3.480, -1.468, 0.583], [2.470, -1.892, -0.785], [0.064, 0.515, 3.185], [0.698, 0.824, 5.519], [2.658, -0.373, 6.450], [3.972, -1.895, 5.023], [3.365, -2.237, 2.685], [0.892, -3.603, 2.714], [-0.198, -5.746, 2.182], [-1.279, -6.097, 0.000], [-1.271, -4.295, -1.700], [-0.120, -2.179, -1.236], [2.217, -0.307, -2.671], [2.589, 1.399, -2.480], [-1.768, -0.504, -2.949], [-2.819, -0.242, -5.145], [-1.984, 1.468, -6.727], [-0.084, 2.910, -6.100], [0.970, 2.687, -3.900], [1.344, 1.670, 1.038], [0.981, 3.651, 2.381], [-0.256, 5.588, 1.451], [-1.133, 5.494, -0.852], [-0.807, 3.505, -2.229]], "lumo_ev": -7.434, "total_charge": 2, "homo_energy_ev": -15.0}

=====

(3)
{"formula": "C27H29BFeO4", "method": "ωB97M-V with the def2-TZVPD basis set", "symbols": ["C", "C", "C", "C", "C", "B", "O", "C", "C", "C", "C", "O", "C", "O", "O", "H", "H", "H", "H", "H", "H", "H", "H", "H", "H", "H", "H", "H", "H", "C", "C", "C", "C", "C", "Fe", "C", "C", "C", "C", "C", "C", "C", "C", "C", "C", "C", "C", "H", "H", "H", "H", "H", "H", "H", "H", "H", "H", "H", "H", "H", "H", "H"], "coordinates": [[6.247, -1.340, -0.437], [5.357, -0.254, -0.819], [5.526, 0.730, -1.790], [4.428, 1.615, -1.601], [3.653, 1.135, -0.537], [2.535, 1.850, 0.412], [2.261, 0.977, 1.562], [1.021, 1.374, 2.111], [0.410, 2.528, 1.254], [-0.901, 2.993, 1.842], [0.326, 1.990, -0.149], [1.478, 1.785, -0.713], [1.445, 3.716, 1.202], [2.727, 3.255, 0.793], [4.200, -0.043, -0.090], [7.253, -0.904, -0.372], [5.973, -1.803, 0.515], [6.307, -2.096, -1.230], [6.361, 0.822, -2.495], [4.244, 2.540, -2.155], [0.327, 0.501, 2.153], [1.150, 1.751, 3.145], [-1.273, 3.856, 1.279], [-1.677, 2.204, 1.842], [-0.705, 3.301, 2.884], [0.004, 0.160, -0.362], [-0.568, 2.319, -0.732], [1.091, 4.497, 0.491], [1.533, 4.168, 2.204], [-3.642, -2.360, 3.130], [-4.283, -1.223, 2.494], [-3.331, -0.130, 2.434], [-2.104, -0.579, 3.082], [-2.295, -1.956, 3.499], [-2.614, -1.757, 1.560], [-1.809, -3.440, 0.884], [-3.063, -3.158, 0.210], [-2.943, -1.832, -0.395], [-1.603, -1.316, -0.120], [-0.956, -0.129, -0.811], [-0.938, -0.332, -2.324], [-1.258, 0.752, -3.144], [-1.698, 0.531, -4.463], [-1.761, -0.766, -5.007], [-1.268, -1.841, -4.229], [-0.778, -1.600, -2.919], [-0.920, -2.292, 0.702], [-4.105, -3.312, 3.355], [-5.326, -1.168, 2.187], [-3.512, 0.873, 2.073], [-1.279, 0.060, 3.367], [-1.595, -2.524, 4.100], [-1.559, -4.372, 1.401], [-3.896, -3.843, 0.062], [-3.653, -1.359, -1.058], [-1.618, 0.713, -0.579], [-1.235, 1.743, -2.706], [-2.014, 1.389, -5.055], [-2.140, -0.951, -6.025], [-1.300, -2.869, -4.607], [-0.347, -2.415, -2.337], [0.110, -2.166, 1.034]], "lumo_ev": [0.207, -3.171], "multiplicity": 5, "total_charge": 0, "homo_energy_ev": [-5.1, -8.3]}

=====

(4)
{"formula": "C27H29Br4N3O6SSiTl", "method": "ωB97M-V with the def2-TZVPD basis set", "symbols": ["Tl", "C", "C", "C", "C", "C", "H", "H", "H", "H", "H", "Br", "C", "C", "Br", "C", "Br", "C", "O", "C", "O", "C", "Br", "C", "C", "S", "O", "O", "C", "C", "N", "C", "N", "C", "C", "N", "O", "O", "C", "H", "H", "H", "H", "H", "H", "H", "H", "H", "H", "H", "H", "H", "C", "Si", "C", "C", "C", "C", "C", "C", "C", "H", "H", "H", "H", "H", "H", "H", "H", "H", "H", "H"], "coordinates": [[0.401, 0.713, 1.668], [2.814, 2.129, 1.865], [2.551, 1.095, 2.826], [1.818, 1.707, 3.898], [1.616, 3.045, 3.577], [2.231, 3.305, 2.327], [3.413, 2.018, 0.973], [3.039, 0.131, 2.869], [1.524, 1.213, 4.814], [1.089, 3.767, 4.185], [2.265, 4.264, 1.827], [0.084, -6.554, 0.858], [-0.434, -4.749, 1.114], [-1.754, -4.419, 1.365], [-3.082, -5.764, 1.483], [-2.098, -3.070, 1.544], [-3.891, -2.533, 1.857], [-1.161, -2.034, 1.497], [-1.459, -0.789, 1.665], [0.210, -2.380, 1.239], [1.112, -1.435, 1.186], [0.524, -3.723, 1.053], [2.352, -4.099, 0.688], [-0.634, -4.025, -6.266], [0.282, -4.551, -5.173], [2.007, -2.605, -5.668], [3.466, -2.562, -5.750], [1.662, -4.164, -5.319], [1.590, -1.928, -4.041], [2.153, -0.512, -3.961], [1.471, 0.266, -2.929], [1.776, 0.263, -1.614], [0.939, 1.044, -0.927], [0.077, 1.572, -1.820], [0.370, 1.098, -3.066], [-0.319, 1.386, -4.273], [-1.188, 2.236, -4.221], [-0.021, 0.765, -5.287], [2.889, -0.512, -1.013], [-1.605, -4.513, -6.188], [-0.208, -4.242, -7.247], [-0.789, -2.948, -6.188], [0.309, -5.638, -5.199], [-0.074, -4.248, -4.186], [1.994, -2.597, -3.279], [0.499, -1.911, -3.980], [2.019, -0.005, -4.911], [3.214, -0.539, -3.738], [-0.726, 2.234, -1.541], [3.436, -1.096, -1.749], [2.477, -1.177, -0.246], [3.575, 0.166, -0.504], [-0.932, 4.194, 1.038], [-1.468, 2.545, 1.740], [-2.861, 1.809, 0.739], [-1.956, 2.652, 3.539], [-2.129, 3.875, 4.186], [-2.525, 3.927, 5.517], [-2.757, 2.751, 6.216], [-2.588, 1.525, 5.585], [-2.188, 1.475, 4.258], [-1.804, 4.845, 0.906], [-0.449, 4.072, 0.067], [-0.219, 4.686, 1.700], [-3.771, 2.407, 0.858], [-3.053, 0.790, 1.079], [-2.619, 1.760, -0.325], [-1.949, 4.800, 3.647], [-2.650, 4.885, 6.008], [-3.069, 2.789, 7.253], [-2.766, 0.605, 6.129], [-2.054, 0.513, 3.768]], "lumo_ev": 1.205, "total_charge": -1, "homo_energy_ev": -4.4}